[1]
16
Properties=species:S:1:pos:R:3:forces:R:3:lowdin_charge:R:1 method="wB97M-V/def2-TZVPD" homo_lumo_gap_ev=9.37 energy_ev=-79459.56077 fmax_ha_per_bohr=0.0784 homo_ev=-8.9 smiles="C[C@]12C=CC=C(Br)[C@H]1O2" charge=0
C -1.87497 0.33318 -0.06398 0.9 -3.2 -0.8 -0.607
H -1.27867 -1.71073 0.28726 0.3 -0.5 -0.5 0.119
H -2.12829 2.38727 -0.08953 -0.3 0.2 -0.1 0.110
C -0.89461 -0.83839 -0.22814 -0.5 1.1 2.0 -0.238
O -0.05106 -0.96705 -1.32508 -1.0 -0.5 -2.1 0.055
C -1.45144 1.56071 -0.21193 -1.2 1.5 0.5 -0.130
C 0.60466 -0.54097 -0.20221 1.5 1.5 1.5 -0.428
C -0.07135 1.84854 -0.26949 0.8 -2.6 0.4 -0.079
H 0.31188 2.75071 -0.06875 0.5 4.0 -0.1 0.070
C 0.90855 0.95548 -0.14753 -1.5 -2.7 -1.1 0.024
Br -3.62571 -0.24542 0.39076 0.2 0.4 -0.1 0.749
H 1.73003 -2.55365 -0.03589 -1.0 2.0 0.8 0.117
H 1.89788 1.28378 -0.23704 1.5 0.3 0.5 0.095
H 1.51811 -1.56831 1.55623 0.3 0.2 -2.1 0.112
H 2.72467 -1.23802 0.24532 0.2 1.2 -0.1 0.052
C 1.68032 -1.45712 0.40001 -0.8 -3.0 1.4 -0.021

[2]
44
Properties=species:S:1:pos:R:3:forces:R:3:lowdin_charge:R:1 method="wB97M-V/def2-TZVPD" homo_lumo_gap_ev=8.95 energy_ev=-33882.58994 fmax_ha_per_bohr=0.0244 homo_ev=-11.9 charge=+1
H -0.58754 -0.07196 1.00188 0.0 -0.2 0.2 0.179
C -0.16754 -1.12026 -0.68713 0.0 0.0 -1.0 -0.289
O -0.12174 -3.71028 -1.52967 -0.1 0.4 -0.3 -0.074
C -4.10845 -1.32483 1.79948 0.1 0.1 0.1 -0.110
H -6.12105 -0.60766 1.58993 0.0 0.0 0.0 0.107
C 3.63540 2.67264 -3.22095 0.0 -0.1 0.0 -0.094
H 0.60625 1.30764 -2.08380 -0.1 0.3 -0.1 0.109
C -3.26325 -1.45370 4.05324 0.0 0.0 0.0 -0.087
H 0.72896 -0.96858 1.27941 0.4 -0.2 -0.4 0.186
H 0.78380 -3.96895 -1.28463 -0.3 -0.2 -0.1 0.115
H 2.36622 2.89360 -1.51055 0.0 0.1 0.0 0.083
H 6.50696 2.18186 -0.68473 0.0 0.0 0.0 0.106
H -1.85701 0.21526 -0.72720 -0.2 -0.3 -0.2 0.123
H -4.63012 -0.85686 5.59198 0.0 0.0 0.0 0.108
N 0.26695 -0.41753 0.55081 -0.4 0.5 0.5 0.071
H -2.46274 -1.68405 4.74391 0.0 0.0 0.0 0.105
C 4.92992 2.45217 -3.66978 0.0 0.0 0.0 -0.083
C 3.37726 2.70979 -1.85728 -0.1 0.0 0.0 -0.123
C -5.50881 -0.69209 3.64336 0.0 0.0 0.0 -0.077
C 5.95996 2.27165 -2.75676 0.0 0.0 0.0 -0.080
H -2.72003 -3.25924 0.12363 -0.2 0.0 -0.3 0.106
C -0.97328 -0.00025 -1.33519 -0.1 0.4 0.4 -0.122
H -1.29587 -0.22304 -2.34714 0.1 0.1 0.0 0.136
O -0.33593 -3.20722 0.95413 0.1 0.4 0.1 -0.254
H 6.96885 2.10206 -3.10853 0.0 0.0 0.0 0.108
C -5.32285 -0.85191 2.27826 0.0 0.0 0.0 -0.084
H -2.13056 -1.99066 2.31012 0.1 -0.2 0.1 0.064
P -0.75905 -2.81290 -0.39829 0.2 -0.7 1.1 0.428
C -0.00303 1.20495 -1.18986 0.4 -0.4 0.3 -0.119
H -6.45644 -0.33060 4.01967 0.0 0.0 0.0 0.109
H 4.20656 2.57440 0.12196 0.0 0.0 0.0 0.098
C -4.48083 -0.98922 4.52873 0.0 0.0 0.0 -0.078
C 5.70055 2.31365 -1.39382 0.0 0.0 0.0 -0.086
H 1.15774 1.54730 0.73066 -0.3 0.0 0.1 0.136
C 0.95148 0.79422 -0.02386 0.2 0.2 -0.4 -0.096
H 5.13704 2.42526 -4.73127 0.0 0.0 0.0 0.107
H -3.95820 -1.43345 0.73193 -0.1 0.0 0.0 0.079
H 1.90973 0.47467 -0.42862 0.0 -0.1 0.1 0.123
C -3.08082 -1.63206 2.68832 0.0 0.2 -0.2 -0.112
H -0.50503 2.13673 -0.94946 -0.1 0.0 -0.2 0.122
O -2.31501 -2.81041 -0.64334 0.3 -0.1 0.0 -0.083
H 0.73185 -1.21381 -1.30472 0.1 -0.2 0.2 0.146
H 2.83310 2.82078 -3.93270 0.0 0.0 0.0 0.102
C 4.40659 2.53291 -0.94209 0.0 0.0 0.0 -0.104

[3]
83
Properties=species:S:1:pos:R:3:forces:R:3:lowdin_charge:R:1 method="wB97M-V/def2-TZVPD" homo_lumo_gap_ev="5.63 / 2.10" energy_ev=-112934.98325 fmax_ha_per_bohr=0.0454 homo_ev="-1.3 / 2.3" charge=-2
H -5.21793 -0.34118 2.00761 -0.1 0.1 0.0 0.130
H -5.45173 -3.10362 1.47194 0.0 0.0 0.0 0.093
C 3.66440 -0.61149 -2.76817 -0.1 0.1 0.0 -0.129
C 0.26451 -2.72358 -1.29149 0.2 -0.1 0.6 -0.211
H 5.35102 -0.15563 -4.02310 0.0 0.0 0.0 0.086
Mg 0.03407 0.38121 1.80415 -0.7 0.9 0.8 0.405
C -2.42473 -1.48871 1.05737 -0.2 0.1 0.1 -0.155
H -3.63561 2.40095 1.29568 0.0 0.0 0.0 0.076
H -1.58485 -1.68792 -1.46417 0.0 0.0 0.0 0.135
C -1.85911 3.56193 2.57682 -0.1 0.2 0.0 -0.252
C -1.40380 1.56823 -2.91228 -0.1 0.1 0.0 -0.110
C -1.22597 1.29390 -4.26204 0.0 0.0 0.1 -0.129
H -2.60576 4.33395 2.35285 0.0 -0.1 0.0 0.042
C -4.40426 -3.01050 1.20682 0.1 0.0 0.0 -0.042
C 5.70727 -1.88912 -2.80662 -0.1 0.0 0.0 -0.135
H 0.24839 -5.86843 -2.62167 0.0 0.0 0.0 0.085
C -0.62109 0.91833 -1.96379 0.0 0.0 0.1 -0.130
C 5.17699 -2.71788 -1.82286 0.0 0.0 0.0 -0.120
N -2.12486 -0.17727 1.40199 0.4 -0.4 -0.2 0.145
C -1.50349 -2.55517 0.57666 0.1 0.1 -0.1 -0.124
C -1.48862 -5.00227 -1.83654 0.2 0.1 0.0 -0.082
H -0.58290 -2.56464 1.16709 0.0 -0.1 0.1 0.128
N -0.01587 2.54406 1.21624 0.4 -0.4 -0.3 0.121
H -1.40921 5.29444 0.46521 -0.2 0.2 0.0 0.026
C -0.27495 0.35158 -4.63589 0.0 0.0 0.0 -0.118
H -1.80421 1.70780 3.44160 -0.2 0.2 -0.1 0.064
H -3.06893 -3.58023 -1.56527 0.0 0.0 0.0 0.139
H -0.13748 0.10941 -5.68602 0.0 0.0 0.0 0.084
H 6.70547 -2.06319 -3.19497 0.0 0.0 0.0 0.082
N -2.49401 2.36614 3.04518 0.1 -0.2 0.1 -0.046
H 0.01502 2.80904 5.50407 0.0 0.0 0.0 0.082
Ge 1.35695 -1.07407 -0.79235 -0.1 -0.6 -2.2 0.705
H 2.25678 1.45443 0.00897 0.1 0.2 -0.1 0.070
C 0.78488 1.00750 4.47759 -0.1 0.1 0.1 -0.717
N -4.27558 -0.52079 1.71119 0.3 0.0 0.0 0.157
C -3.50376 1.78867 2.19812 -0.2 0.0 0.0 -0.245
H -2.12037 -5.84068 -2.11702 0.0 0.0 0.0 0.088
C -2.24116 -3.93784 0.42454 0.1 -0.1 0.0 -0.179
C -2.09886 -3.83604 -1.12720 0.0 0.1 0.0 -0.202
H 1.45255 2.84992 3.40798 0.0 0.1 0.0 0.075
C 0.36447 -0.00828 -2.30634 0.0 0.0 0.4 -0.249
H 2.79201 1.99862 4.30350 0.0 0.0 0.0 0.083
C 0.70452 -3.88019 -1.80830 0.1 0.3 0.0 -0.113
C 4.94593 -0.82511 -3.26962 0.0 0.0 0.0 -0.120
C 0.49479 -0.28769 -3.66955 0.2 -0.1 0.0 -0.131
C 3.10140 -1.43387 -1.79047 0.1 0.1 0.3 -0.254
C 1.53934 -0.71600 0.99403 0.1 -0.2 0.4 -0.368
C 1.91486 2.40980 -0.39315 -0.2 0.1 0.0 -0.022
C 0.29187 4.21897 -0.29923 -0.2 0.1 0.0 -0.220
O -0.32173 0.84672 3.71558 0.3 -0.4 -0.2 -0.271
C -3.25680 0.37146 1.77973 -0.2 0.2 0.1 -0.287
H -2.15368 2.28758 -2.59512 0.1 0.0 0.0 0.072
H -1.63420 -4.75786 0.81375 0.0 0.0 0.0 0.143
C 0.86867 4.88540 -1.37569 0.0 -0.1 0.0 -0.067
C 0.78180 2.99781 0.16432 0.0 -0.1 0.1 -0.230
C -3.75229 -1.71655 1.26655 -0.1 0.0 0.0 -0.195
C -3.66167 -4.06938 0.87496 -0.1 0.0 0.1 -0.066
H 1.21112 -1.03933 -3.98950 0.0 0.0 0.0 0.090
N 1.36966 -0.26526 4.89899 0.1 -0.1 -0.2 0.083
C 1.72571 2.16206 4.19591 0.0 0.0 0.0 -0.086
H 5.76555 -3.54418 -1.43518 0.0 0.0 0.0 0.086
C -0.91633 3.46756 1.40331 -0.3 0.5 -0.1 -0.305
C -1.19478 -2.57596 -0.95672 -0.2 0.1 0.0 -0.205
H 3.36994 2.64287 -1.93022 0.0 0.0 0.0 0.091
H -0.79354 1.12791 -0.91103 0.0 0.0 -0.1 0.071
H -4.48434 1.79169 2.70129 0.0 0.1 -0.1 0.076
C 2.49760 3.07484 -1.45533 0.1 -0.1 0.0 -0.090
C 0.86724 2.14002 5.46094 -0.1 -0.1 0.0 -0.089
H 0.46945 5.81708 -1.75593 0.0 0.0 0.0 0.080
H -1.82768 1.79686 -5.01195 0.0 0.0 0.0 0.083
H 1.40351 -0.83524 4.05109 0.0 0.0 0.1 0.044
H -1.25056 3.95356 3.39995 0.0 0.1 0.0 0.108
H 2.45514 4.75552 -2.79494 0.0 0.0 0.0 0.087
H -4.10901 -5.05871 0.85551 0.0 0.0 0.0 0.098
H 1.75168 -3.99537 -2.07309 0.0 0.0 0.1 0.074
H 2.34770 -0.11628 5.13247 0.0 0.0 0.1 0.055
H 3.09232 0.22981 -3.14839 0.0 0.0 0.0 0.080
N -0.79810 4.49584 0.51062 0.4 -0.6 0.2 0.157
C 3.90577 -2.47882 -1.31862 -0.1 0.0 0.0 -0.140
H 1.36266 1.96411 6.41042 0.0 0.0 0.0 0.080
H 3.52625 -3.09914 -0.51193 0.0 0.0 0.0 0.091
C 1.97681 4.28304 -1.94482 0.0 0.0 0.0 -0.109
C -0.18230 -5.00713 -2.11603 -0.2 -0.1 -0.1 -0.107

- What is the charge in the third record?
  -2

- Among the records above, which one has the highest charge?
  C16H23NO3P

- Which of these has the lowest charge?
  C38H36GeMgN6O